No. 1
A cluster of 12 separate species, C22H34Cl22O4 in total, computed with ωB97M-V/def2-TZVPD.

Results
Frontier orbital gap = 8.8 eV
E_HOMO = -0.3642 Ha

```
! wB97M-V def2-TZVPD RIJCOSX def2/J DEFGRID3
* xyz 0 1
Cl 3.91461 -4.39714 0.81297
Cl 0.13261 4.63916 0.73910
C -6.20389 4.42026 -3.47836
Cl -0.92135 -2.25249 0.72596
C 3.11010 -0.10082 2.08701
H 2.50919 0.75840 -1.26134
H -2.67997 -7.22161 3.61919
C -1.49614 -0.33255 -4.16914
C -8.55534 5.90463 -7.64188
C 2.70219 0.95121 -0.21407
C 3.88180 -5.50643 -5.45173
Cl 4.46116 -6.85484 -6.43781
H 1.27392 -1.55686 4.66211
C -1.51889 2.99493 -1.39765
H -8.03816 6.84218 -7.80759
C -2.86726 -6.83149 4.61240
C -6.06836 3.44893 1.96432
H 1.94881 2.90562 -0.17677
H -2.14333 0.25358 -4.81073
C 6.42383 1.13980 -2.06007
Cl -1.80743 6.17950 2.29872
H 2.80491 -5.44239 -5.55160
H 4.21567 -3.58358 -1.36185
H -8.20848 5.43806 -6.72828
Cl 4.58811 -3.96626 -5.95979
Cl 0.16753 0.21583 -4.39355
H 0.21087 5.20101 3.01241
H -3.86893 -7.08358 4.93889
H 0.48066 6.61357 1.96226
H -0.33828 -4.33683 4.22681
Cl -5.98287 4.53605 -5.23045
H -6.94282 3.65459 -3.27355
H 3.61801 -0.33428 4.69751
Cl -10.28601 6.23314 -7.48736
O 2.84516 3.40710 2.29281
H 2.68804 1.17312 3.72527
H 4.15566 -5.68710 -4.41995
C 4.50035 -4.49236 -0.84351
C 3.28858 -0.14762 0.59162
H 4.26478 -1.95312 4.61998
Cl -4.70585 3.99147 -2.64808
H 5.57882 -4.59456 -0.82695
Cl -1.70755 -7.55286 5.73077
H 2.29569 -1.96436 2.57013
O 3.87452 -1.06822 0.06292
C -0.10953 5.71847 2.11601
C 0.45057 -3.87413 3.62986
Cl 0.06905 2.19621 -1.31955
Cl 3.81851 -5.87896 -1.71491
Cl 6.04097 1.14023 -3.78511
H 4.01901 -2.01392 2.36205
H -1.55044 -1.38212 -4.43163
H 6.49571 0.11289 -1.72063
C 3.40948 -1.33821 4.33171
H -2.03482 2.66107 -2.29060
H -6.80708 2.68122 2.16183
Cl -2.72283 -5.06851 4.55734
H -6.40560 4.40589 2.34447
H 0.43348 -4.35907 2.65624
H 2.23804 -1.49987 6.11637
Cl -5.83480 3.58072 0.21697
C 1.80554 -4.11085 4.24635
C 2.83837 1.07471 2.65888
C 2.40359 2.10574 0.38369
C -1.12386 -0.52704 1.05202
H 7.36356 1.65879 -1.91273
C 3.21903 -1.42166 2.81022
Cl -2.05268 -0.14932 -2.49740
H -2.12280 -0.23520 0.75220
O 2.46962 -5.04135 3.87766
H -6.54074 5.38094 -3.10741
Cl -0.91670 -0.15358 2.77287
C 2.21067 -1.90717 5.10395
H 0.19259 -2.83084 3.45260
Cl -8.20724 4.82108 -8.99381
Cl 5.16456 1.94136 -1.10760
O 2.27982 -3.32087 5.25194
H -0.38669 0.03366 0.48793
Cl -2.46838 2.58248 0.03032
Cl -4.56576 3.01251 2.78584
H -1.37914 4.06890 -1.42317
C 2.71227 2.29500 1.82411
*
```


No. 2
A structure of composition C34H33F5LiN7O3, computed with ωB97M-V/def2-TZVPD.

Results
ΔE to the lowest compared entry with this formula, charge and spin = 29.8 kJ/mol
Frontier orbital gap = 5.4 eV
E_HOMO = -0.2246 Ha

```
! wB97M-V def2-TZVPD RIJCOSX def2/J DEFGRID3
* xyz 0 1
H -2.88996 -4.42591 -0.31745
C 1.46937 2.28155 -0.20968
C -2.55236 -4.10408 1.72906
F 1.74362 4.15924 7.08020
C 0.93199 -0.74505 -3.73308
C -1.46303 1.17575 -2.23271
C 0.91174 3.94974 -1.94402
H -3.28348 -0.39815 -3.27973
H 3.11046 1.92249 3.30298
H 2.37142 4.17152 -0.37390
C 1.28461 3.87581 5.84337
H 0.10438 -2.45431 4.42697
H -3.00061 -2.87408 -3.63505
F 1.84562 4.91698 2.41959
H 1.05409 1.28986 -4.40239
C -3.21722 -0.48931 -2.19191
C -2.79541 -3.02168 -2.57385
C -3.48637 -1.92426 -1.76204
N 1.01817 -0.02061 -5.99691
F -0.18717 2.25412 6.71047
H 1.56425 -0.92518 5.08863
H 0.40771 -2.84215 -1.45838
H 3.45090 -1.11552 3.26281
F -1.10036 1.65736 4.26600
H -3.26615 -2.03042 -0.69904
F 2.72666 5.47440 4.88674
C -0.63880 -3.09876 -1.32088
H 0.86516 -3.36041 -5.66295
C 0.30474 2.91646 5.64774
C 0.96441 -1.30116 -6.34701
C -0.07884 3.14518 -2.39821
H -4.36624 -5.20071 1.36691
C -0.05460 -2.86755 0.97151
H -4.42820 -4.15040 2.78527
H -4.56050 -2.09278 -1.86358
C 1.77947 4.53284 4.72941
H 2.23006 5.33464 -2.93623
O 1.07250 -2.44797 0.65061
C -0.35195 1.88079 -1.79083
C -2.23123 -3.98379 0.41940
C 0.89718 -2.31485 -5.37357
C 0.44995 1.38326 -0.69933
H -0.78656 -2.83196 -3.25650
O 0.23665 0.23328 -0.22442
H -1.40065 -0.34525 -0.96878
C 3.08209 -0.19002 3.71473
H 1.13558 6.07855 -1.77707
N 0.92660 -1.59355 -7.68683
H 4.36663 0.99018 2.48017
N 2.49851 0.92348 1.55068
H 0.52409 5.53646 -3.34273
C 0.21958 -2.12097 3.38815
H -2.04537 1.61033 -3.04275
H 1.14106 0.58056 4.25883
H -3.53027 -5.66048 2.85068
H 1.22666 -2.50828 -7.97621
H -3.99854 0.14423 -1.76474
C 1.00694 0.24706 -4.69213
Li 1.26795 -0.58818 1.14996
H -3.21962 -3.99091 -2.31071
C -0.16102 2.62439 4.38325
H 0.92974 -0.51452 -2.67525
N 0.88657 -2.03474 -4.08371
C 1.64364 3.49419 -0.81204
H -1.98969 -3.49788 3.72972
C -3.78592 -4.81707 2.20587
H -0.70837 3.46469 -3.22411
C 0.32177 3.24589 3.19186
C -1.01955 -3.35041 -0.01078
O -0.06917 2.94079 2.03171
N 0.91306 -1.10942 3.09171
H 3.68302 -0.01232 4.60925
C 2.25501 2.04482 1.00655
H 2.65221 2.96480 1.44237
H 1.19932 -0.83706 -8.29307
C 1.21515 5.29724 -2.53489
N -1.34562 -3.05779 -2.43996
C 3.31192 0.98504 2.77138
C -1.68459 -3.48834 2.68631
C -0.52768 -2.85861 2.35939
C 1.31408 4.23226 3.46665
N -1.91616 0.02702 -1.77094
C 1.62496 -0.39044 4.13342
*
```


- The lowest frontier orbital gap belongs to which entry?
  C34H33F5LiN7O3